No. 1
A cluster of 6 separate species, C6H12Cl12 in total. Source: OMol25; level of theory: ωB97M-V/def2-TZVPD.

XYZ file:
```
30
Properties=species:S:1:pos:R:3:lowdin_charge:R:1
Cl -3.56 1.26 -0.81 0.5597
C -2.13 -3.29 -0.08 -0.9172
H -3.84 2.38 -2.81 0.0314
C 1.72 -4.32 0.28 -0.9524
Cl 1.79 -2.52 0.15 0.4979
H 0.32 0.02 -1.75 -0.0675
Cl 4.07 5.22 1.23 0.4699
H -3.20 -3.13 0.08 0.0229
C 2.93 3.87 1.60 -0.9792
C 1.27 0.47 -1.47 -1.0784
H -1.99 -4.17 -0.72 0.0157
H -1.39 1.98 1.38 0.0122
H 2.68 -4.78 0.48 0.0361
H -1.45 0.24 1.03 -0.0397
H -2.49 3.08 -1.77 0.0326
C -3.00 2.20 -2.14 -1.0260
Cl -1.50 -1.83 -0.86 0.5140
Cl 1.13 2.22 -1.35 0.5218
Cl 0.91 -5.08 -1.13 0.4931
H 1.66 0.02 -0.55 -0.0431
H 1.03 -4.57 1.09 -0.0339
H 2.29 4.22 2.41 0.0224
Cl 3.81 2.42 2.22 0.4534
Cl -2.01 0.76 3.27 0.4977
Cl -1.83 1.23 -3.03 0.5204
H 2.39 3.67 0.68 -0.0319
Cl -1.40 -3.52 1.59 0.4858
Cl 0.62 0.94 2.10 0.4998
Cl 2.29 0.02 -2.85 0.5095
C -1.13 0.99 1.75 -1.0270
```

## Properties
E (hartree): -5758.0907
Relative energy (zero: lowest compared OMol25 entry of this formula, charge and spin) (eV): 0.362
SMILES string: ClCCl.ClCCl.ClCCl.ClCCl.ClCCl.ClCCl
LUMO (eV): 0.4
F_max (Eh/bohr): 0.0304

No. 2
A structure of composition C4H8LiO3. Source: OMol25; level of theory: ωB97M-V/def2-TZVPD.

XYZ file:
```
16
Properties=species:S:1:pos:R:3:lowdin_charge:R:1
H -0.11 2.53 0.54 0.1329
O 1.36 0.03 -2.04 -0.0014
H -0.03 -0.04 1.74 0.0566
H 0.40 -0.02 -0.07 0.1799
C 0.62 0.82 1.61 0.0452
Li 0.38 -1.62 -2.47 0.7056
C 0.83 0.65 -1.14 -0.3504
C 0.84 2.02 0.75 -0.1930
H 1.58 2.71 1.17 0.1335
H 0.94 0.98 2.64 0.0643
O -0.90 -2.29 -1.52 -0.5044
H -1.03 -1.85 0.50 0.0368
C -1.64 -1.94 -0.43 -0.4025
H -2.18 -0.97 -0.54 0.0552
O 1.39 1.67 -0.55 -0.0167
H -2.44 -2.68 -0.19 0.0581
```

## Properties
E (hartree): -390.3274
Relative energy (zero: lowest compared OMol25 entry of this formula, charge and spin) (eV): 2.356
LUMO (spin up / spin down) (eV): 0.1 / -1.2
F_max (Eh/bohr): 0.1373
Multiplicity: 2

No. 3
A structure of composition C28H52N2NiO2Si2. Source: OMol25; level of theory: ωB97M-V/def2-TZVPD.

XYZ file:
```
87
Properties=species:S:1:pos:R:3:lowdin_charge:R:1
C 3.30 2.44 -0.79 -0.3040
H -0.02 -3.31 -3.55 0.0214
C 0.89 -2.99 -0.64 -0.1791
H -2.75 -1.72 1.65 0.1067
H 3.96 5.51 -2.12 0.0966
H -4.96 -3.78 1.02 0.0785
H -1.29 -0.06 3.79 0.0236
C 5.59 -1.62 1.82 -0.0725
H 2.37 1.66 2.78 0.0261
H -1.40 -1.25 -2.85 0.1035
H 0.21 -3.79 -0.94 0.0312
H -1.96 1.21 -4.11 0.0817
C -2.02 -0.92 -2.00 -0.2655
Si 1.72 -2.24 -2.14 0.4299
H -1.86 2.34 -1.28 0.1087
C 2.79 -1.43 1.80 -0.0217
H 5.28 -3.47 2.88 0.1051
H -4.40 0.81 1.40 0.1089
H -4.07 -0.66 -1.42 0.0718
H -1.09 3.76 1.48 0.0274
C -1.31 3.11 2.34 -0.1746
H 4.00 -2.33 -1.08 0.0159
H -1.20 3.71 3.25 0.0343
H -6.81 0.40 0.75 0.0767
H 1.58 3.10 3.48 0.0445
H -6.66 1.23 2.32 0.0745
H -0.88 1.37 4.74 0.0256
H 0.30 -2.27 -0.07 -0.0032
H -2.23 2.91 -3.70 0.0798
H 2.79 -3.27 2.90 0.1131
N 3.07 0.47 0.24 -0.0418
C -3.92 -3.46 1.08 -0.0732
C 3.57 -2.52 -2.07 -0.1770
H 1.71 -1.28 1.80 0.0909
C 3.60 -0.50 1.11 -0.2583
H -3.37 -4.22 1.64 0.0770
H 0.11 3.48 -1.53 0.0860
C 3.42 -2.51 2.41 -0.0848
C -4.97 -0.02 1.85 -0.2843
O -1.51 0.36 -1.64 -0.2372
H -4.66 -0.13 2.91 0.1177
H -3.74 -0.32 -3.16 0.0739
C 1.05 -3.09 -3.65 -0.1910
Ni 1.54 0.60 -0.74 0.4786
C 1.60 2.43 2.61 -0.1660
H 2.32 0.18 -2.60 0.0276
Si -0.09 1.69 2.43 0.4153
C 1.98 4.66 -1.89 -0.0637
O -4.65 -1.17 1.07 -0.1790
C -3.51 -0.97 -2.31 -0.0693
H 5.55 0.27 0.72 0.1086
H 0.62 -0.06 -2.90 0.0118
C 4.99 -0.54 1.20 -0.0331
H 1.46 5.53 -2.30 0.0995
H -4.03 -2.19 2.82 0.1209
H -7.05 -0.49 2.27 0.0763
H -3.52 -3.42 0.05 0.0646
H -3.73 -2.01 -2.57 0.0856
H 1.19 -2.47 -4.55 0.0341
C -1.72 2.00 -3.40 -0.0761
C 1.22 3.54 -1.47 -0.0934
C 4.06 3.54 -1.25 -0.0134
H -3.26 1.47 -1.97 0.1056
H 0.10 0.74 0.23 -0.0389
H 6.68 -1.67 1.84 0.1039
C -0.49 0.46 1.12 -0.1802
C 4.81 -2.61 2.41 -0.0843
C 3.38 4.65 -1.78 -0.0869
N 3.94 1.38 -0.16 0.1341
H 1.88 3.01 1.73 0.0216
H 1.60 -4.03 -3.78 0.0289
H 5.13 3.49 -1.11 0.1047
H 4.08 -1.86 -2.78 0.0362
H -1.75 -1.59 -1.17 0.1060
C -3.79 -2.09 1.73 -0.2808
H -0.14 -0.56 1.26 0.0178
H 1.63 -3.41 0.05 0.0201
C -0.52 0.70 3.96 -0.1831
H 3.77 -3.56 -2.34 0.0308
H -2.35 2.76 2.27 0.0259
C -6.46 0.29 1.79 -0.0770
C 1.90 2.47 -0.94 -0.1569
C 1.42 -0.36 -2.21 -0.3283
H -1.57 0.54 1.00 0.0491
C -2.17 1.59 -2.03 -0.2554
H -0.64 2.18 -3.37 0.0679
H 0.36 0.18 4.36 0.0280
```

## Properties
E (hartree): -3445.2239
LUMO (spin up / spin down) (eV): -1.2 / -1.4
F_max (Eh/bohr): 0.0818
Multiplicity: 3

No. 4
A cluster of 18 separate species, C51H127N10O22 in total. Source: OMol25; level of theory: ωB97M-V/def2-TZVPD.

XYZ file:
```
210
Properties=species:S:1:pos:R:3:lowdin_charge:R:1
H -2.95 -1.15 5.48 0.1053
H 4.77 -6.25 -1.71 0.1191
H -0.77 -6.01 -2.27 0.0960
O -1.84 -7.08 -3.72 -0.0473
H 2.07 0.74 5.93 0.1026
H -2.77 -4.71 -3.88 0.1180
H 7.31 -3.97 -0.45 0.0607
C 4.33 -0.25 -5.19 -0.1819
H -1.35 4.20 1.18 0.0602
O 3.16 4.37 -0.17 -0.0732
C -2.88 0.33 3.80 -0.1872
H -5.20 4.28 1.19 0.0463
O -3.89 -2.70 0.68 0.0171
H 0.93 -1.80 8.36 0.0811
C -0.81 -0.22 -2.11 -0.1169
C -2.71 -5.02 -2.83 -0.1885
H 8.73 -3.31 -1.08 0.0899
O 2.13 -2.44 6.06 -0.0276
C 4.86 -1.67 3.46 -0.5705
H -3.69 6.16 3.42 0.1094
O 2.13 1.72 -7.18 -0.0655
H -0.72 5.31 -3.46 0.0544
H 5.39 -3.25 -1.08 0.0672
H -6.56 4.67 0.08 0.0779
H 3.17 -4.78 3.46 0.1034
H -3.63 -4.68 -0.47 0.0779
O 0.87 -2.35 -4.30 -0.0074
C -1.03 1.76 5.95 -0.0863
C 2.44 -1.64 0.06 -0.0217
C 3.95 -5.91 -1.08 -0.2297
H -3.50 0.41 5.88 0.1119
H -4.74 -0.84 3.73 0.1055
H 1.97 6.07 -2.82 0.1111
H -3.89 3.48 4.78 0.1058
C -2.96 0.36 -6.11 -0.5981
C 3.92 -0.32 -3.68 -0.1849
H -1.22 1.16 -7.07 0.0952
C 2.77 5.64 -2.23 -0.2139
O 3.40 4.62 -3.00 -0.0723
N -3.69 0.96 -5.14 0.1575
C 1.52 3.78 -6.19 -0.2161
C 2.17 2.74 2.82 -0.6187
C -0.02 0.91 -1.41 -0.3841
H -2.35 5.90 -2.45 0.1183
C -1.46 0.67 -6.12 0.0188
O 2.29 0.91 -0.71 0.1944
H -6.74 3.32 1.13 0.0777
H -1.76 0.18 -2.47 0.1296
H 0.31 -4.38 -6.78 0.0788
H 2.62 -0.54 4.81 0.0631
C -2.30 4.26 1.70 -0.1124
H 2.90 -1.92 -0.89 0.0717
C 2.90 -5.10 -1.87 -0.1812
H 0.96 -0.06 8.00 0.0646
O 1.54 -4.57 1.39 -0.0093
H -1.82 -2.13 -1.63 0.1002
H -1.45 5.73 2.81 0.1055
C -2.03 4.85 3.09 -0.2346
H 4.36 -2.01 5.30 0.0931
C 5.82 -2.08 2.36 0.0064
H 0.66 3.76 -6.86 0.1321
C 0.44 1.77 -2.63 -0.0026
H 3.50 -6.76 -0.55 0.1275
N 2.38 -0.20 5.74 0.1817
H -4.04 -0.30 1.38 0.0488
H 4.75 0.05 -3.09 0.1203
H 0.02 -6.11 2.06 0.1157
H -1.81 -1.05 -0.45 0.0997
C -6.62 3.79 5.36 -0.1201
H 2.41 -2.52 0.71 0.0802
O 1.57 -5.19 -1.26 -0.1098
H 0.26 -5.35 -4.67 0.1127
C 2.27 -4.18 3.58 0.0129
H 2.78 2.39 -5.24 0.1184
H 0.33 4.94 -5.22 0.0771
H 2.33 4.40 -6.59 0.1355
O -3.03 2.75 -3.03 -0.1194
H -6.90 3.04 4.62 0.0658
H 2.96 -1.99 -3.78 0.0552
H 0.02 -2.90 -0.02 0.1138
C -3.28 5.26 3.89 -0.2325
C 2.30 4.23 3.02 0.0070
C 0.54 -3.39 -4.87 -0.5547
H 0.35 -1.86 1.95 0.0804
H 6.71 -1.44 2.38 0.0955
C 1.99 -1.27 6.49 -0.5406
H -4.99 0.94 3.90 0.0950
H -0.45 2.06 0.50 0.0797
H 1.12 1.77 -5.47 0.0947
C 7.83 -3.01 -0.54 -0.0068
H -2.67 1.39 3.66 0.0931
H 4.16 2.58 3.27 0.1091
H -2.21 4.64 -1.18 0.1014
H 0.75 -2.56 -1.44 0.1042
H 1.42 4.40 3.64 0.0817
H -2.60 -5.57 0.70 0.1102
H 3.25 -1.13 0.59 0.0736
H -2.22 -4.66 2.80 0.0495
H -4.68 0.84 -5.26 0.1090
H 3.24 4.60 3.43 0.0836
H -1.06 -0.31 -5.88 0.0747
H 0.74 -2.69 -6.92 0.0798
H 1.08 2.62 -2.44 0.0736
H -1.15 1.29 -5.27 0.0458
H 3.61 3.90 -0.88 0.0726
N 0.44 -5.70 2.88 0.1873
O 3.75 -1.69 -3.32 -0.1135
H -6.25 5.39 4.23 0.1025
H -2.27 -0.24 3.09 0.0906
C -3.29 -3.68 1.11 -0.5951
H 5.16 -0.90 -5.46 0.1331
O -3.57 -0.33 -6.91 0.0212
H 3.60 6.30 -1.95 0.1238
N 1.14 0.28 -0.71 0.1271
H 5.72 -3.02 4.79 0.1261
H 1.29 -0.48 2.19 0.0721
N -3.19 -4.80 0.44 0.1933
O 1.16 2.16 2.51 0.0184
H -6.03 1.26 -1.63 0.1209
C -1.11 -1.40 -1.22 -0.1439
O -4.06 -5.32 -2.32 -0.1006
H 2.79 4.51 -3.73 0.0387
H 0.02 -5.86 3.79 0.1186
N 5.06 -2.28 4.62 0.2053
C -2.84 4.12 -3.34 -0.1925
H -0.18 1.96 6.59 0.0544
H 8.01 -2.72 0.49 0.0664
H 1.71 5.86 -0.30 0.1205
H 5.33 -1.85 1.42 0.0648
O 1.14 4.48 -5.01 -0.0842
H -4.63 3.72 3.21 0.0844
C -4.37 4.23 4.14 -0.2163
O 7.40 -0.98 -1.76 0.0037
H -3.04 5.76 4.83 0.1099
C -2.68 -3.71 2.52 0.0064
H 3.07 0.31 -3.42 0.0971
C 1.04 -1.02 0.07 -0.3679
H -7.46 4.37 5.74 0.0724
H -2.38 -4.12 -2.33 0.0823
H -3.27 1.54 -4.42 0.0429
H 2.58 0.93 -6.85 0.0234
C 0.17 -2.03 -0.67 -0.1121
C 1.52 -0.99 7.93 -0.0038
H -1.78 1.11 -0.02 0.0895
H 1.08 1.16 -3.27 0.0639
O 3.98 -0.82 3.27 -0.0267
H 2.40 -1.10 8.57 0.0855
H -0.43 2.13 -3.19 0.0784
N 5.74 -2.48 -1.62 0.1878
H 4.83 -5.63 0.66 0.0933
C -5.59 4.80 4.87 -0.2651
H 1.37 4.40 -1.15 0.0818
H 3.17 -4.04 -1.84 0.0948
H -7.29 2.36 -1.22 0.1143
H -6.17 3.25 6.19 0.0677
C -1.31 0.25 5.73 -0.2520
O 4.52 -5.12 -0.09 -0.0897
H -0.42 -0.33 1.71 0.0738
H -2.77 -7.26 -3.90 0.0993
O -4.22 2.64 -0.53 0.0003
N 3.31 2.10 3.05 0.1828
H -2.20 -6.75 -1.72 0.1102
C -4.70 0.33 1.98 -0.1231
C -5.99 3.87 0.57 0.0270
N -6.32 2.11 -1.19 0.1841
C -5.42 2.82 -0.48 -0.5363
C 0.51 -0.87 1.54 0.0311
C 1.38 -4.81 2.58 -0.5811
H 1.85 -4.31 4.58 0.0735
H 3.22 -1.41 -6.23 0.1019
H -1.44 2.40 -0.93 0.0735
C 0.13 -3.40 -6.36 0.0195
H -3.41 -3.56 3.32 0.0836
H 2.19 4.80 2.10 0.0672
H -5.31 5.44 5.71 0.1106
H -0.58 -0.23 5.07 0.0896
H 5.15 -1.88 -2.17 0.0598
O 3.21 -0.48 -6.02 -0.0790
N 0.72 -4.56 -4.26 0.2001
H -0.32 -0.59 -3.02 0.1035
H -2.27 4.24 -4.27 0.1182
C 1.91 2.38 -5.90 -0.2411
H -1.86 2.25 6.46 0.0708
H 2.91 -5.49 -2.89 0.1134
H 3.47 1.13 2.78 0.0681
H -1.23 -0.33 6.65 0.0890
C -4.40 0.15 3.44 -0.2520
C -2.75 -0.09 5.27 -0.2122
C 2.19 5.09 -0.91 -0.2480
C -1.77 -6.26 -2.60 -0.2533
H -5.72 0.10 1.69 0.0799
H -1.50 4.18 3.75 0.0870
H -4.47 1.35 1.65 0.0427
H -3.83 4.54 -3.50 0.1220
H 6.13 -3.13 2.34 0.0810
H 4.67 0.76 -5.43 0.1211
C 6.95 -2.04 -1.29 -0.5920
H 1.63 -4.78 -0.39 0.0165
O -0.67 4.92 -2.58 -0.0866
H -2.99 4.81 1.06 0.0651
C -2.06 4.87 -2.23 -0.1827
H -4.61 -4.56 -2.53 0.0925
C -0.89 1.62 -0.40 0.0146
H -0.96 2.24 4.97 0.0454
H -3.38 2.71 -2.13 0.0273
H 2.42 -3.12 3.38 0.0711
H -0.89 -3.05 -6.49 0.0842
H -2.62 3.22 1.80 0.0566
H -1.93 -2.93 2.64 0.0654
H 0.93 -4.49 -3.27 0.0715
```

## Properties
E (hartree): -4222.0105
LUMO (eV): -5.1
Charge: +1
F_max (Eh/bohr): 0.1491